1.
Molecular formula: C12H8Cl18Cr2O8S
Method: DFT, ωB97M-V with the def2-TZVPD basis set

**HOMO (spin up / spin down)**: -8.49 / -8.52 eV
**Multiplicity**: 9
**Frontier orbital gap (spin up / spin down)**: 5.858 / 6.164 eV

XYZ file:
```
49
C12H8Cl18Cr2O8S (ωB97M-V with the def2-TZVPD basis set)
Cr 6.801 6.778 -3.351
Cr 7.852 1.176 -2.344
S 8.553 3.955 -4.035
O 7.509 4.929 -3.690
O 8.710 4.138 -5.437
O 9.765 4.560 -3.613
O 8.311 2.620 -3.557
C 5.059 4.033 -1.641
C 5.523 5.316 -1.460
C 6.877 5.615 -0.811
O 7.507 6.711 -1.126
C 7.648 4.580 -0.322
C 7.391 3.223 -0.673
C 5.992 2.930 -1.371
O 5.878 1.804 -1.847
O 8.242 2.274 -0.605
O 4.820 6.240 -2.076
H 4.166 3.730 -2.168
H 8.661 4.748 0.014
C 7.940 1.835 2.894
Cl 8.514 3.487 3.038
Cl 6.262 1.866 2.332
Cl 8.153 0.852 4.412
H 8.611 1.445 2.128
C 3.391 -0.268 -3.406
Cl 2.091 0.930 -3.381
Cl 3.610 -0.945 -5.056
Cl 3.083 -1.581 -2.259
H 4.306 0.196 -3.038
C 2.796 1.781 0.997
Cl 2.411 0.047 0.847
Cl 2.137 2.421 2.480
Cl 2.103 2.723 -0.380
H 3.883 1.856 0.999
C 11.620 5.018 -1.065
Cl 12.282 3.438 -1.513
Cl 11.789 6.218 -2.401
Cl 12.365 5.652 0.374
H 10.563 4.878 -0.840
C 8.395 7.587 2.150
Cl 10.140 7.980 2.087
Cl 7.420 8.963 1.481
Cl 7.970 7.086 3.764
H 8.209 6.714 1.524
C 3.864 3.817 -5.059
Cl 2.645 3.193 -6.109
Cl 4.520 5.261 -5.744
Cl 5.146 2.614 -4.748
H 3.369 4.115 -4.134
```

=====

2.
Molecular formula: C2H4OTl
Method: DFT, ωB97M-V with the def2-TZVPD basis set

**Charge**: +3
**HOMO (spin up / spin down)**: -27.55 / -28.04 eV
**Frontier orbital gap (spin up / spin down)**: 7.158 / 7.799 eV

XYZ file:
```
8
C2H4OTl (ωB97M-V with the def2-TZVPD basis set)
O 0.078 0.234 0.200
Tl 1.920 -0.117 0.124
C -0.999 -0.223 -0.132
C -2.345 0.147 0.133
H -2.491 1.209 0.342
H -2.811 -0.605 0.784
H -1.293 -0.375 -1.455
H -2.603 -0.057 -1.190
```